No. 1
C56H49BCl17GaIO4 | the ωB97M-V functional and the def2-TZVPD basis

Geometry as XYZ:
```
129
Properties=species:S:1:pos:R:3:forces:R:3
O -3.603 -6.221 -5.895 0.5180 2.0266 2.2389
C -3.409 -5.348 -5.025 -0.5178 -1.5628 -1.5763
O -4.050 -5.403 -3.821 0.7234 -0.0346 -0.5135
C -2.461 -4.168 -5.190 -0.1698 -0.3118 0.2397
C -2.310 -3.211 -3.996 -0.3378 -0.0194 -0.3428
C -1.671 -1.867 -4.415 0.0674 -0.0043 0.1430
Ga 0.210 -1.568 -3.746 0.1732 -0.1937 0.0278
I 1.069 0.586 -5.076 -0.1023 0.1024 -0.0970
C 1.492 -3.040 -4.282 -0.3244 0.1933 -0.1687
C 1.341 -4.335 -3.480 0.3579 -0.1961 -0.2610
C 1.878 -4.343 -2.032 -0.4463 -0.6463 -0.1232
Cl 3.006 -3.031 -1.608 0.2206 0.0318 0.0600
C 0.305 -1.022 -1.795 -0.1471 0.3360 0.5004
B -0.330 -1.988 -0.766 0.2569 -0.0177 0.1198
O -1.593 -2.590 -0.891 0.3979 -0.2863 0.2668
O 0.366 -2.388 0.377 -0.7350 0.0106 -0.0292
H -4.364 -6.314 -3.712 -0.2271 0.0332 -0.2014
H -1.494 -4.651 -5.401 -0.1580 0.2664 -0.2360
H -2.777 -3.616 -6.085 0.1224 -0.2571 0.1090
H -3.312 -3.030 -3.582 0.1899 -0.0989 0.0526
H -1.733 -3.726 -3.223 -0.2079 0.1146 0.0867
H -2.276 -1.031 -4.041 0.0464 -0.0973 -0.0968
H -1.666 -1.779 -5.508 -0.0063 0.0643 0.0951
H 2.523 -2.675 -4.286 -0.0624 -0.1223 0.0570
H 1.243 -3.268 -5.329 0.0637 0.0405 0.1226
H 1.835 -5.167 -4.008 -0.0356 0.1400 0.0660
H 0.277 -4.608 -3.437 0.1782 -0.0257 0.0912
H 1.045 -4.341 -1.325 0.3772 0.3684 0.0237
H 2.446 -5.263 -1.854 -0.1567 0.1813 0.0107
H 1.343 -0.810 -1.506 -0.1833 0.0821 -0.2056
H -0.234 -0.061 -1.757 -0.0405 -0.1162 -0.2066
H -2.315 -1.991 -0.736 -0.3613 0.2672 -0.2030
H 1.081 -1.771 0.518 0.5458 -0.0679 -0.0966
Cl 4.377 0.502 -3.264 0.1301 -0.1166 0.0880
C 5.237 1.865 -3.856 -0.0932 -0.0047 0.0274
C 6.454 1.735 -4.516 0.0409 0.0087 -0.0044
Cl 7.168 0.179 -4.768 0.0075 -0.0098 0.0052
C 7.118 2.859 -4.983 0.0151 0.0638 -0.0075
C 6.570 4.117 -4.799 -0.1462 -0.0626 -0.0391
C 5.352 4.250 -4.146 0.0414 -0.0310 -0.0026
C 4.690 3.129 -3.677 0.0186 0.0972 -0.0158
H 8.066 2.741 -5.490 0.0114 -0.0456 -0.0014
H 7.089 4.988 -5.170 0.0203 0.0172 -0.0274
H 4.915 5.229 -4.003 -0.0195 0.0065 -0.0035
H 3.737 3.218 -3.176 -0.0321 -0.0540 -0.0086
Cl -4.032 -7.369 0.028 0.0576 0.0239 0.0240
C -5.649 -7.620 -0.508 0.0213 0.0058 0.0205
C -5.915 -8.110 -1.782 0.0255 0.0670 -0.0389
Cl -4.624 -8.463 -2.878 -0.0287 -0.1811 -0.0173
C -7.225 -8.289 -2.201 -0.1424 0.0348 -0.0044
C -8.271 -7.970 -1.352 0.0080 -0.0056 0.0846
C -8.008 -7.485 -0.078 -0.0314 -0.0211 -0.0565
C -6.701 -7.314 0.343 -0.0728 0.0330 0.0281
H -7.426 -8.659 -3.196 0.0956 -0.0054 -0.0327
H -9.292 -8.092 -1.688 -0.0050 -0.0270 -0.0198
H -8.822 -7.229 0.586 -0.0008 0.0019 0.0199
H -6.485 -6.930 1.329 0.0454 0.0077 0.0063
Cl -10.437 -1.918 -2.718 -0.0092 -0.0030 0.0075
C -8.818 -2.529 -2.619 -0.0374 -0.0168 0.0043
C -7.725 -1.716 -2.885 0.0287 0.0517 -0.0229
Cl -7.936 -0.054 -3.319 0.0034 -0.0096 -0.0003
C -6.440 -2.234 -2.804 0.0200 -0.0431 0.0162
C -6.245 -3.559 -2.455 -0.0309 -0.0030 0.0887
C -7.341 -4.370 -2.185 0.1106 0.0458 -0.0167
C -8.623 -3.857 -2.269 0.0243 -0.0691 0.0202
H -5.596 -1.593 -3.018 0.0021 0.0420 -0.0216
H -5.241 -3.959 -2.401 -0.0348 0.0420 -0.0197
H -7.194 -5.406 -1.910 -0.0149 -0.0169 -0.0007
H -9.481 -4.482 -2.063 -0.0414 0.0228 -0.0069
Cl -0.262 0.546 3.000 -0.0456 -0.0449 0.0020
C -1.517 -0.355 3.781 0.1095 0.0354 -0.0875
C -2.261 0.204 4.811 -0.0266 0.0410 0.0110
Cl -1.964 1.827 5.345 0.0063 -0.0892 0.0841
C -3.262 -0.531 5.426 -0.0278 -0.0454 0.0147
C -3.520 -1.826 5.011 0.0463 -0.0218 -0.0489
C -2.779 -2.385 3.978 -0.0155 0.0286 0.0286
C -1.777 -1.652 3.362 -0.0760 -0.0650 -0.0516
H -3.834 -0.083 6.227 0.0133 0.0434 0.0065
H -4.303 -2.397 5.493 -0.0071 -0.0003 0.0030
H -2.978 -3.394 3.643 0.0116 -0.0058 -0.0115
H -1.204 -2.079 2.549 0.0795 0.0361 -0.0545
Cl -2.367 8.573 7.176 -0.0450 0.0029 -0.0114
C -2.334 7.578 5.757 0.0126 0.0436 0.0084
C -2.366 6.194 5.855 -0.0045 -0.0540 0.0295
Cl -2.446 5.406 7.393 0.0085 -0.0026 -0.0047
C -2.335 5.419 4.705 0.0015 -0.0041 -0.0661
C -2.272 6.025 3.462 0.0036 0.0580 0.0049
C -2.242 7.410 3.365 -0.0042 -0.0532 0.0181
C -2.272 8.185 4.512 0.0026 -0.0020 -0.0556
H -2.359 4.342 4.788 -0.0177 0.0470 0.0116
H -2.245 5.414 2.571 0.0009 -0.0182 -0.0063
H -2.193 7.888 2.397 0.0040 0.0134 -0.0112
H -2.249 9.263 4.449 -0.0006 0.0192 0.0409
Cl 9.068 5.829 -3.270 0.0755 0.0500 0.0553
C 10.461 6.236 -4.204 -0.0548 0.0281 0.0176
C 11.563 5.391 -4.251 0.0367 -0.0514 0.0019
Cl 11.579 3.900 -3.380 0.0053 0.0012 -0.0017
C 12.670 5.741 -5.011 0.0239 0.0435 -0.0362
C 12.678 6.927 -5.724 -0.0455 0.0229 0.0097
C 11.575 7.769 -5.681 0.0343 -0.0385 0.0063
C 10.470 7.423 -4.923 0.0372 0.0357 -0.0347
H 13.522 5.076 -5.039 -0.0074 -0.0401 0.0251
H 13.545 7.193 -6.313 0.0149 -0.0051 -0.0091
H 11.574 8.696 -6.239 -0.0082 0.0155 -0.0047
H 9.606 8.071 -4.883 -0.0340 -0.0171 0.0295
Cl 2.482 13.469 9.888 -0.0077 -0.0008 -0.0021
C 1.753 11.906 10.033 0.0050 0.0437 -0.0390
C 1.841 11.181 11.214 0.0118 -0.0154 0.0547
Cl 2.677 11.813 12.591 0.0017 -0.0060 -0.0013
C 1.252 9.928 11.301 -0.0363 -0.0439 -0.0271
C 0.575 9.402 10.215 0.0010 0.0325 -0.0299
C 0.484 10.128 9.035 0.0283 -0.0139 0.0482
C 1.073 11.377 8.946 -0.0310 -0.0465 -0.0113
H 1.328 9.372 12.225 0.0246 0.0232 0.0326
H 0.119 8.424 10.288 -0.0066 -0.0141 0.0032
H -0.045 9.719 8.187 0.0118 0.0107 -0.0273
H 1.009 11.951 8.032 0.0255 0.0386 0.0010
Cl -0.178 -5.691 0.585 -0.1852 -0.1308 0.0835
C 1.120 -6.177 1.607 -0.0404 0.1155 -0.0329
C 1.249 -5.661 2.893 -0.0477 -0.0687 -0.0318
Cl 0.067 -4.575 3.537 0.0757 0.0020 0.0180
C 2.325 -6.036 3.684 0.0144 -0.0363 0.0061
C 3.266 -6.928 3.198 0.0028 -0.0222 -0.0360
C 3.131 -7.452 1.920 0.0062 0.0104 0.0423
C 2.061 -7.077 1.127 0.0822 0.0135 0.0220
H 2.416 -5.628 4.681 -0.0308 0.0358 0.0098
H 4.103 -7.214 3.820 0.0127 0.0050 0.0145
H 3.863 -8.149 1.537 0.0103 -0.0090 -0.0142
H 1.952 -7.470 0.126 -0.0421 0.0241 -0.0215
```
Positions in Å, forces in eV/Å.

Calculated values
- HOMO-LUMO gap (eV) = 6.71
- HOMO level (hartree) = -0.186
- energy relative to the best compared isomer or geometry (same formula, charge and spin) (kcal per mole) = 0.0
- F_max (eV Å⁻¹) = 3.064
- net charge = -1

Here are the Mulliken charges for atoms 1 to 99, given in e: O -0.670; C 0.366; O -0.025; C -0.536; C 1.163; C -1.049; Ga -0.495; I -0.537; C -0.911; C -0.422; C 0.196; Cl -0.209; C -0.261; B 0.179; O -0.523; O -0.507; H 0.001; H 0.135; H 0.424; H -0.674; H 0.102; H 0.331; H 0.521; H 0.594; H 0.364; H 0.376; H 0.110; H -0.443; H 0.441; H 0.222; H 0.358; H 0.204; H 0.238; Cl -0.021; C 0.128; C 0.419; Cl -0.230; C -0.494; C -0.535; C -0.652; C -0.423; H 0.406; H 0.602; H 0.363; H 0.406; Cl -0.121; C 0.335; C 0.276; Cl -0.190; C -0.399; C -0.541; C -0.492; C -0.491; H 0.410; H 0.405; H 0.388; H 0.418; Cl -0.219; C 0.290; C 0.085; Cl -0.218; C -0.578; C -0.587; C 0.231; C -0.576; H 0.581; H 0.470; H 0.093; H 0.440; Cl -0.210; C 0.097; C 0.491; Cl -0.207; C -0.544; C -0.473; C -0.762; C -0.341; H 0.395; H 0.360; H 0.483; H 0.673; Cl -0.196; C 0.505; C 0.189; Cl -0.221; C 0.127; C -0.744; C -0.388; C -0.524; H 0.123; H 0.399; H 0.373; H 0.387; Cl -0.148; C 0.344; C 0.243; Cl -0.195; C -0.411; C -0.454

***

No. 2
C56H49BrN12ReS4 | the ωB97M-V functional and the def2-TZVPD basis

Geometry as XYZ:
```
123
Properties=species:S:1:pos:R:3:forces:R:3
Re 0.088 -0.265 -0.028 0.5157 -0.1519 -0.2271
N 1.708 -1.125 0.867 -0.4519 -0.0252 -0.3099
S 3.168 -1.143 0.686 0.0420 -0.0872 0.1956
N 4.032 0.096 1.324 -0.0437 -0.0070 -0.0659
S 3.801 0.568 2.782 0.1519 -0.0643 0.0755
N 2.387 0.873 3.325 -0.1426 0.2501 -0.1037
S 1.228 1.758 2.549 0.0312 0.0176 0.1281
N 0.583 1.313 1.336 -0.2082 -0.3783 -0.5932
C 0.116 1.899 3.938 0.0321 -0.0333 0.1046
C -1.210 2.138 3.595 0.0280 0.0966 -0.0971
C -2.144 2.321 4.604 -0.0232 0.0741 0.0701
C -1.748 2.261 5.936 -0.0006 0.0777 -0.0575
C -0.421 2.002 6.267 -0.0315 0.0330 0.0353
C 0.524 1.817 5.266 -0.0278 0.0236 -0.0177
C 1.884 3.400 2.341 0.0823 -0.0695 0.1130
C 1.984 4.306 3.388 0.0040 -0.0346 -0.0171
C 2.495 5.567 3.122 0.0429 0.0334 0.0262
C 2.901 5.900 1.834 0.0279 0.0150 -0.0462
C 2.793 4.979 0.799 0.0238 0.0483 -0.0273
C 2.277 3.719 1.049 0.0185 -0.0563 0.0511
C 4.938 1.910 2.940 -0.0782 0.0688 -0.1217
C 5.073 2.457 4.211 -0.0392 -0.0650 0.0415
C 5.998 3.467 4.398 0.0027 0.0772 0.0207
C 6.759 3.920 3.324 -0.0096 0.0238 -0.0135
C 6.600 3.368 2.060 0.0380 0.0347 -0.0007
C 5.683 2.347 1.856 -0.0989 0.0014 -0.0583
C 4.413 -0.597 3.962 -0.1124 -0.0446 0.0230
C 5.681 -1.113 3.729 0.0024 0.0094 -0.0275
C 6.190 -2.034 4.626 0.0097 -0.0380 0.0334
C 5.440 -2.415 5.734 0.0218 -0.0116 -0.0015
C 4.177 -1.881 5.953 0.0560 -0.0500 0.0313
C 3.649 -0.962 5.059 -0.0582 0.0160 -0.0252
C 3.896 -1.184 -0.927 -0.0315 0.2076 -0.0136
C 5.139 -0.614 -1.180 -0.1189 0.0075 -0.0655
C 5.690 -0.767 -2.442 0.0070 0.0340 -0.0126
C 4.996 -1.460 -3.424 -0.0488 -0.0473 -0.0439
C 3.751 -2.017 -3.152 0.0481 -0.0296 -0.0985
C 3.192 -1.892 -1.892 -0.0254 0.0477 0.0706
C 3.805 -2.628 1.440 -0.0575 -0.0162 -0.0333
C 5.026 -3.151 1.034 0.0396 0.0657 0.0010
C 5.481 -4.318 1.628 0.0513 -0.0147 -0.0083
C 4.724 -4.940 2.611 -0.0335 -0.0127 0.0510
C 3.503 -4.404 3.004 0.0063 -0.0188 0.0098
C 3.028 -3.244 2.412 0.0508 0.0995 -0.0460
H -1.488 2.175 2.545 0.0075 -0.0192 0.1459
H -3.178 2.517 4.350 0.0428 -0.0137 0.0159
H -2.476 2.424 6.721 0.0215 -0.0074 -0.0126
H -0.120 1.958 7.307 -0.0067 0.0061 -0.0542
H 1.561 1.622 5.508 -0.0762 0.0300 -0.0157
H 1.650 4.050 4.385 0.0406 0.0189 -0.0205
H 2.573 6.294 3.920 -0.0128 -0.0272 -0.0336
H 3.298 6.889 1.636 -0.0276 -0.0383 0.0132
H 3.099 5.238 -0.208 0.0013 -0.0162 0.0596
H 2.177 2.985 0.259 0.0200 0.0574 -0.0158
H 4.482 2.079 5.039 0.0567 0.0609 -0.0500
H 6.129 3.900 5.381 0.0063 -0.0072 -0.0436
H 7.482 4.711 3.475 -0.0224 -0.0376 0.0034
H 7.195 3.726 1.229 -0.0349 -0.0089 0.0450
H 5.536 1.902 0.880 0.0195 0.0656 0.0612
H 6.253 -0.802 2.861 -0.0268 -0.0271 0.0588
H 7.174 -2.455 4.463 -0.0261 0.0079 0.0086
H 5.847 -3.134 6.434 -0.0158 0.0307 -0.0254
H 3.604 -2.181 6.821 0.0097 0.0121 -0.0238
H 2.662 -0.537 5.194 0.0819 -0.0722 0.0060
H 5.658 -0.066 -0.408 0.0155 -0.0116 -0.0225
H 6.657 -0.333 -2.663 -0.0362 -0.0103 0.0121
H 5.428 -1.569 -4.411 -0.0244 0.0104 0.0442
H 3.211 -2.554 -3.922 0.0358 0.0237 0.0252
H 2.223 -2.325 -1.665 0.1012 0.0389 -0.0549
H 5.607 -2.666 0.258 -0.0429 -0.0985 0.0883
H 6.425 -4.747 1.312 -0.0540 0.0184 0.0190
H 5.080 -5.857 3.064 -0.0177 0.0350 -0.0164
H 2.907 -4.900 3.761 0.0399 0.0093 -0.0255
H 2.070 -2.814 2.675 0.0105 -0.0524 0.0157
C -2.073 1.091 -2.680 -0.0751 0.1670 -0.0645
N -1.501 -0.039 -1.940 0.4195 0.1304 0.4630
C -1.680 -1.188 -2.479 -0.1093 -0.1343 -0.1474
C -1.026 -2.330 -1.954 0.0901 -0.0436 -0.0895
C -1.034 -3.669 -2.294 -0.1309 -0.1435 -0.0524
C -0.147 -4.307 -1.406 0.0621 0.0276 0.0636
C 0.366 -3.325 -0.575 -0.2040 -0.1393 -0.0824
N -0.154 -2.111 -0.918 0.2608 0.1176 0.2643
C -1.083 1.860 -3.532 0.1225 -0.0993 0.1259
C -1.095 3.250 -3.519 -0.0403 0.0336 -0.0303
C -0.260 3.974 -4.364 -0.0161 0.0036 0.0324
C 0.598 3.310 -5.226 0.0135 -0.0086 0.0246
C 0.622 1.920 -5.237 0.0388 -0.0190 0.0199
C -0.209 1.201 -4.393 -0.0540 0.0091 -0.0105
H -2.552 1.780 -1.994 -0.0158 -0.0116 -0.0467
H -2.861 0.710 -3.337 -0.0240 -0.0591 0.0207
H -2.314 -1.301 -3.359 0.0217 0.0243 0.0217
H -1.621 -4.127 -3.077 0.0606 0.0521 0.0646
H 0.097 -5.358 -1.367 -0.0367 0.0969 -0.0147
H 1.065 -3.427 0.239 -0.0250 0.0385 -0.0102
H -1.787 3.773 -2.865 0.0680 -0.0392 -0.0354
H -0.287 5.058 -4.351 -0.0072 -0.0649 -0.0049
H 1.248 3.871 -5.885 -0.0241 -0.0202 0.0116
H 1.292 1.397 -5.911 -0.0452 0.0238 0.0420
H -0.192 0.116 -4.418 0.0356 0.0360 0.0131
S 3.126 2.400 -2.382 0.0761 0.0317 -0.0207
C 2.044 1.415 -1.765 -0.3058 -0.2682 0.0397
N 1.237 0.679 -1.303 0.6649 0.4360 -0.5391
Br -4.105 0.327 0.537 0.0353 -0.0375 0.0036
C -3.180 1.974 0.385 0.2013 0.1310 0.0631
C -3.925 3.140 0.495 -0.0865 0.0500 -0.0110
C -3.267 4.345 0.320 -0.1123 0.0320 0.0209
C -1.910 4.335 0.032 0.0967 0.0188 -0.0092
C -1.261 3.118 -0.039 -0.0924 -0.1604 0.0617
N -1.878 1.940 0.155 -0.2283 0.2700 0.1107
H -4.987 3.092 0.692 0.0422 0.0097 -0.0012
H -3.814 5.278 0.393 0.0278 -0.0544 -0.0126
H -1.363 5.253 -0.143 -0.0250 -0.0573 0.0142
H -0.204 3.062 -0.266 0.0158 -0.0103 0.0173
N -3.568 -2.131 5.212 -0.0316 -0.0345 -0.0221
C -2.599 -1.573 4.487 0.3240 0.2446 0.0129
N -1.676 -0.822 5.103 0.0310 -0.2898 -0.0186
N -2.602 -1.798 3.190 -0.5159 -0.4675 -0.3487
C -1.790 -1.375 2.300 0.2146 0.2529 0.3850
N -1.104 -1.025 1.432 -0.4773 -0.2068 0.4995
H -3.625 -2.027 6.209 -0.0083 0.0002 0.0060
H -4.242 -2.710 4.740 -0.0031 -0.0157 -0.0088
H -1.724 -0.628 6.088 -0.0037 0.0322 -0.0202
H -0.999 -0.317 4.554 -0.0042 0.0313 0.0424
```
Positions in Å, forces in eV/Å.

Calculated values
- HOMO-LUMO gap (alpha / beta) (eV) = 7.35 / 6.79
- HOMO level (alpha / beta) (hartree) = -0.434 / -0.434
- energy relative to the best compared isomer or geometry (same formula, charge and spin) (kcal per mole) = 5.6
- F_max (eV Å⁻¹) = 0.961
- 2S+1 = 4
- net charge = +2

Here are the Mulliken charges for atoms 1 to 99, given in e: Re 1.274; N -0.412; S 1.182; N 0.192; S 1.094; N 0.307; S 1.348; N -0.359; C -0.247; C -0.041; C -0.439; C -1.006; C -1.058; C 0.210; C 0.551; C -0.517; C -0.833; C -0.769; C -0.981; C 0.668; C 0.604; C -0.673; C -0.822; C -0.651; C -0.841; C -0.029; C 0.584; C -0.647; C -0.767; C -0.681; C -0.831; C -0.006; C 0.628; C -0.535; C -0.805; C -0.822; C -0.650; C -0.515; C 0.224; C -0.622; C -0.863; C -0.858; C -0.885; C -0.064; H -0.187; H 0.592; H 0.438; H 0.488; H 0.375; H 0.467; H 0.525; H 0.458; H 0.598; H -0.809; H 0.340; H 0.492; H 0.451; H 0.524; H 0.356; H 0.407; H 0.479; H 0.446; H 0.508; H 0.261; H 0.352; H 0.487; H 0.438; H 0.519; H 0.082; H 0.503; H 0.493; H 0.459; H 0.497; H 0.526; C -1.356; N 0.370; C -0.749; C 0.195; C -1.039; C -0.905; C -0.740; N 0.761; C 0.748; C -0.205; C -0.814; C -0.571; C -0.692; C -0.146; H 0.123; H 0.579; H 0.515; H 0.552; H 0.498; H 0.608; H 0.463; H 0.432; H 0.408; H 0.404; H 0.352